ORCA calculation (ωB97M-V/def2-TZVPD) on a 5-piece molecular cluster, C39H91INO20P4Si overall at a distorted geometry.

Geometry as XYZ:
```
157
Properties=species:S:1:pos:R:3:forces:R:3:lowdin_charge:R:1
C 8.22790 2.34959 2.38330 -0.3 -0.2 0.0 -0.101
C 6.79942 2.97067 2.36805 0.4 -0.8 0.2 -0.250
C 6.44756 3.75292 3.65588 0.9 0.7 -0.8 -0.215
C 5.76509 5.11155 3.39269 -1.1 -1.2 0.4 -0.203
C 4.49372 4.95207 2.50962 1.0 0.9 0.0 -0.208
C 3.53528 6.17012 2.61618 -0.2 -0.8 0.0 -0.177
C 2.08559 5.81313 3.08129 0.6 1.0 0.2 -0.179
C 0.99615 6.29170 2.09012 -0.3 -0.5 0.7 -0.180
C -0.26020 5.35314 1.95233 0.6 1.3 -0.3 -0.148
C -0.58570 5.09043 0.45790 -0.1 -0.5 0.2 -0.137
C -0.81736 3.64299 -0.03829 -0.4 1.6 -0.3 -0.077
N 0.08512 2.54377 0.42866 -0.7 -0.3 -0.4 0.079
C -0.21873 1.83207 1.72389 0.0 -1.9 1.9 -0.213
C -1.57559 2.00971 2.40746 -1.3 0.7 -1.1 -0.202
C -2.67197 1.25528 1.63060 -0.1 -1.2 0.1 -0.755
C -2.56234 -0.27956 1.78948 0.8 0.3 -0.7 -0.153
I -4.67275 1.81529 2.23198 0.7 0.4 0.3 0.977
C 1.01747 1.98069 2.65266 -0.6 1.5 -0.7 -0.249
Si 1.57314 0.43532 3.63529 0.9 -1.4 0.6 0.606
C 1.95693 -1.08624 2.56468 -0.6 0.6 0.1 -0.149
C 0.24794 -0.11699 4.88830 -0.1 0.2 -1.0 -0.146
C 3.15837 0.81011 4.59809 -0.5 0.7 -0.3 -0.160
O 1.97020 2.63729 1.78071 0.2 1.4 0.7 -0.084
C 1.60078 2.67265 0.43359 2.0 -3.2 -0.2 -0.364
C 2.16725 1.29033 -0.09619 -0.1 0.3 -0.5 -0.088
C 3.60138 1.00252 0.36492 -0.2 -1.4 -0.5 -0.139
C 4.04707 -0.37122 -0.26398 1.2 1.3 0.6 -0.224
O 4.97610 -0.12281 -1.32697 -0.4 -0.1 0.1 -0.070
C 2.32671 3.72726 -0.39549 -0.7 1.6 0.5 -0.069
C 1.97319 3.80626 -1.90933 0.3 -1.4 0.1 -0.121
C 3.20835 3.46343 -2.81061 0.0 -0.1 0.0 -0.062
C 2.88444 2.43216 -3.88119 0.5 -0.7 2.1 -0.536
O 2.69118 2.72663 -4.98772 -0.8 1.2 -3.2 0.171
O 2.83366 1.09612 -3.52887 -0.4 0.3 1.4 0.069
H 8.86257 2.73653 1.58258 0.0 0.1 0.2 0.067
H 8.72308 2.51355 3.34329 0.0 0.0 -0.1 0.065
H 8.18780 1.26597 2.23083 0.0 0.1 0.1 0.062
H 6.10469 2.12571 2.27890 -0.1 0.3 -0.2 0.081
H 6.71423 3.57139 1.45783 -0.2 0.1 0.2 0.095
H 7.40013 3.98107 4.14997 -0.2 -0.1 0.1 0.100
H 5.87695 3.13470 4.35217 -0.1 0.1 -0.1 0.103
H 6.46832 5.81532 2.94369 -0.1 0.1 0.2 0.118
H 5.41324 5.44619 4.37690 0.3 0.5 -0.2 0.110
H 4.03879 3.99820 2.78398 -0.3 0.1 -0.2 0.093
H 4.86545 4.93115 1.47752 -0.3 -0.5 0.0 0.095
H 3.99372 6.89288 3.29647 -0.2 0.0 -0.1 0.104
H 3.47883 6.65176 1.63383 0.0 0.1 0.2 0.097
H 2.02340 4.76027 3.35924 -0.1 -0.1 -0.4 0.082
H 1.93686 6.37594 4.01018 -0.2 -0.3 0.0 0.107
H 1.42668 6.51872 1.11022 0.0 -0.2 0.1 0.085
H 0.64456 7.25410 2.47222 0.0 0.0 -0.2 0.111
H -1.07965 5.94183 2.37243 -0.2 -0.4 0.0 0.111
H -0.16496 4.47299 2.58806 0.1 -0.1 -0.3 0.080
H 0.14836 5.55648 -0.20262 0.1 0.0 0.3 0.091
H -1.51781 5.61707 0.23124 0.0 -0.2 -0.1 0.124
H -0.71650 3.67472 -1.12682 0.1 -0.2 0.1 0.126
H -1.86661 3.39125 0.11826 0.3 -0.6 0.4 0.121
H -0.07791 1.81174 -0.26683 0.0 0.2 0.0 0.179
H -0.20325 0.75959 1.49228 -0.1 0.2 -0.6 0.117
H -1.59409 1.61398 3.42370 0.5 0.1 -0.1 0.108
H -1.92014 3.04769 2.44920 0.5 0.1 0.2 0.090
H -2.60870 1.44796 0.55619 -0.3 0.3 0.1 0.063
H -3.46913 -0.79550 1.48209 0.0 0.0 0.3 0.051
H -2.21837 -0.59246 2.77804 -0.4 0.0 0.0 0.085
H -1.79473 -0.61822 1.07359 -0.1 -0.1 0.2 0.071
H 0.80237 2.72262 3.44431 -0.1 -0.1 -0.2 0.116
H 1.21702 -1.18857 1.75973 0.3 -0.2 -0.1 0.030
H 2.97512 -1.04305 2.17948 -0.1 -0.2 -0.1 0.016
H 1.83182 -1.96887 3.19944 0.2 0.1 -0.1 0.048
H -0.60760 0.56166 4.93912 0.2 0.0 0.5 0.016
H 0.72220 -0.27368 5.85763 -0.2 0.1 0.0 0.040
H -0.15163 -1.07308 4.53124 0.1 0.1 0.2 0.036
H 2.92975 1.49248 5.42634 0.1 -0.1 -0.1 0.040
H 3.59232 -0.10305 5.01146 -0.1 0.0 -0.1 0.045
H 3.89400 1.31183 3.96000 0.1 -0.1 0.1 0.012
H 2.18528 1.25662 -1.19578 -0.1 0.1 0.2 0.109
H 1.54747 0.43687 0.21308 0.0 0.2 0.2 0.111
H 3.71067 0.90186 1.44483 -0.3 0.4 0.0 0.084
H 4.33727 1.72712 0.01005 -0.2 0.2 0.1 0.107
H 4.60870 -0.90036 0.51691 -0.5 -0.4 -0.1 0.112
H 3.19914 -0.95319 -0.61974 0.2 -0.1 -0.2 0.121
H 5.71795 0.32316 -0.89665 0.0 -0.2 -0.3 0.085
H 2.21300 4.68548 0.12547 0.0 0.0 -0.3 0.110
H 3.39268 3.52065 -0.33710 -0.1 -0.2 0.4 0.105
H 1.51463 4.74449 -2.21910 0.1 0.0 0.2 0.121
H 1.23887 3.01114 -2.11306 -0.1 0.3 0.0 0.092
H 3.53039 4.33634 -3.37734 0.0 0.0 0.2 0.126
H 4.05531 3.10411 -2.21907 -0.2 0.0 0.0 0.119
H 1.91449 0.80514 -3.63531 0.3 -0.2 -0.4 0.103
C -9.92977 -3.08942 -0.31605 -0.1 -0.3 -0.1 -0.092
O -9.44900 -1.76968 -0.60037 0.1 0.1 0.2 -0.215
P -8.38651 -1.10341 0.37628 -0.1 0.0 -0.3 0.346
O -7.63083 -2.04109 1.20259 0.0 -0.2 0.1 -0.223
O -9.21574 -0.00586 1.17484 0.3 0.1 -0.1 -0.229
C -10.50118 -0.34157 1.69830 -0.2 0.0 0.0 -0.078
O -7.53428 -0.24938 -0.64562 -0.4 0.1 0.2 -0.206
C -7.12440 1.09069 -0.35810 0.3 0.3 -0.2 -0.123
H -10.96633 -3.14367 -0.64287 0.0 0.1 -0.1 0.092
H -9.34052 -3.81737 -0.87094 0.0 0.0 0.1 0.091
H -9.88241 -3.31937 0.74713 0.1 0.0 0.0 0.079
H -10.52757 -1.36827 2.06486 0.0 0.0 0.0 0.087
H -11.25386 -0.20336 0.92236 0.0 -0.1 0.0 0.095
H -10.71765 0.33038 2.52463 0.1 0.0 0.0 0.093
H -7.88308 1.64887 0.18815 -0.1 -0.2 0.1 0.084
H -6.96340 1.59493 -1.31020 0.0 -0.1 0.0 0.087
H -6.19232 1.07947 0.20805 -0.3 -0.1 -0.3 -0.053
C -4.61985 -3.75076 0.11921 -0.3 0.1 0.1 -0.090
O -3.68367 -4.75475 -0.29591 0.3 0.2 0.1 -0.210
P -2.19161 -4.70711 0.25472 -0.3 -0.6 0.0 0.350
O -2.01158 -3.93163 1.48275 0.0 0.4 0.0 -0.234
O -1.32904 -4.19517 -0.98726 0.2 -0.2 0.0 -0.226
C -1.82181 -3.10518 -1.75163 -0.1 0.2 0.0 -0.097
O -1.85313 -6.24020 0.34247 0.1 0.5 -0.3 -0.189
C -0.59170 -6.77204 -0.09154 0.3 -0.4 -0.1 -0.085
H -5.29705 -3.56087 -0.71183 0.0 -0.1 0.0 0.087
H -5.19243 -4.11495 0.96940 0.0 0.1 0.0 0.096
H -4.12431 -2.81904 0.38960 0.0 -0.1 0.1 0.056
H -2.32640 -2.38098 -1.10718 0.0 0.1 -0.1 0.072
H -2.51234 -3.46678 -2.51437 0.0 0.0 0.0 0.096
H -0.98315 -2.61098 -2.23828 0.1 -0.1 0.0 0.088
H -0.21399 -6.26371 -0.97433 -0.1 0.1 0.0 0.074
H -0.74541 -7.81477 -0.35396 -0.1 0.0 0.1 0.085
H 0.13915 -6.71134 0.71387 0.0 0.1 0.0 0.094
C -4.97389 -0.79432 -3.78105 -0.2 -0.2 0.1 -0.077
O -3.79659 -0.40832 -4.50713 0.1 0.2 0.1 -0.210
P -3.05614 0.94222 -4.12825 -0.2 -0.6 -0.5 0.332
O -3.31628 1.43312 -2.78000 -0.2 0.3 0.6 -0.238
O -3.42866 1.93340 -5.30903 0.4 0.1 0.2 -0.223
C -4.77859 1.99702 -5.77741 -0.3 0.0 -0.2 -0.069
O -1.54835 0.56392 -4.39907 -0.2 0.1 -0.3 -0.198
C -0.66626 1.47945 -5.04069 0.6 0.1 -0.2 -0.087
H -5.63488 -1.31365 -4.47132 0.1 0.0 -0.1 0.098
H -4.69689 -1.47010 -2.97337 0.0 0.1 0.0 0.083
H -5.49948 0.06589 -3.36954 0.1 0.0 0.1 0.072
H -5.49086 1.89022 -4.95872 0.0 0.0 0.0 0.086
H -4.94011 1.21356 -6.51678 0.0 0.0 0.1 0.098
H -4.92879 2.96452 -6.24843 0.1 0.0 0.1 0.095
H -1.15384 2.06326 -5.81760 -0.1 0.0 0.1 0.091
H 0.12741 0.90086 -5.51162 0.0 0.0 0.1 0.097
H -0.22672 2.14833 -4.29620 0.0 0.1 0.0 0.078
C 1.98376 -8.64646 -4.80268 -0.2 0.0 -0.3 -0.097
O 2.82529 -9.39355 -3.91867 0.0 0.1 0.2 -0.211
P 2.74665 -9.12211 -2.35415 0.1 -0.5 -0.2 0.354
O 1.51276 -8.48471 -1.89983 -0.1 0.3 0.0 -0.217
O 4.08366 -8.32102 -2.02810 0.0 -0.1 0.2 -0.228
C 4.48977 -7.25776 -2.88639 0.1 0.1 -0.2 -0.085
O 3.03020 -10.56617 -1.78569 0.3 0.4 -0.1 -0.190
C 3.90352 -10.78552 -0.67522 0.2 -0.3 0.3 -0.084
H 2.52848 -8.49550 -5.73290 0.1 -0.1 0.1 0.091
H 1.07738 -9.21400 -5.00629 0.0 0.0 0.0 0.093
H 1.71790 -7.67514 -4.38770 -0.1 -0.1 0.1 0.076
H 3.63295 -6.69252 -3.25606 0.0 0.0 0.0 0.084
H 5.05568 -7.66571 -3.72389 -0.1 0.0 0.0 0.095
H 5.13175 -6.58872 -2.31876 0.0 -0.1 0.1 0.090
H 4.75545 -10.10924 -0.68670 -0.1 0.1 -0.1 0.080
H 4.28256 -11.80217 -0.75388 -0.1 0.0 -0.1 0.091
H 3.35596 -10.67936 0.26075 0.0 0.0 0.0 0.093
```
Forces are in eV/Å.

Output
ΔE to the lowest compared entry with this formula, charge and spin   35.3 kcal per mole
Total charge   +1
Strongest force on any atom   3.8 eV/A
Frontier orbital gap   9.30 eV